{"formula": "HN3O", "method": "wB97M-V/def2-TZVPD", "fmax_ev_per_a": 2.122, "homo_energy_ha": [-0.334, -0.460], "s2": 2.033, "e_tot_ha": -239.7630, "total_charge": 0, "de_lowest_kj_mol": 661.1, "homo_lumo_gap_ev": [9.448, 9.083], "multiplicity": 3, "symbols": ["N", "N", "N", "O", "H"], "positions_angstrom": [[-0.50, -0.95, 0.02], [-1.40, -0.07, 0.27], [0.33, -0.01, -0.40], [-0.52, 0.99, 0.04], [2.09, 0.04, 0.07]]}